Below is a molecular structure, C36H31AsAuN3Sb in a non-equilibrium geometry, with properties calculated with wB97M-V/def2-TZVPD.

Output
Spin multiplicity: 3
Charge: +3
E_HOMO (spin up / spin down): -0.61514 / -0.61406 Ha
DFT total energy: -113346.3843 eV

Element x y z (Å)
Au 9.6268 9.4607 10.0221
C 8.2258 6.7047 10.7888
C 8.1899 6.7902 9.2910
C 7.5939 5.7691 8.5802
C 7.5636 5.8300 7.1978
C 8.1348 6.9321 6.5894
C 8.7039 7.9337 7.3541
N 8.7269 7.8571 8.6735
Sb 9.5717 9.5483 6.2237
C 11.4781 9.5127 7.2704
C 12.5994 9.5184 6.4714
C 13.8685 9.5316 7.0535
C 13.9349 9.5341 8.4381
C 12.7597 9.4740 9.1725
C 12.8425 9.4477 10.6670
N 11.5426 9.4571 8.5897
C 8.6583 11.1263 7.3840
C 8.0876 12.1424 6.6353
C 7.4667 13.2173 7.2481
C 7.4487 13.2357 8.6342
C 7.9965 12.1658 9.3435
C 7.9735 12.2057 10.8511
N 8.5765 11.1374 8.7049
H 7.7895 5.7722 11.1082
H 7.6522 7.5148 11.2123
H 9.2445 6.7787 11.1893
H 7.1854 4.9312 9.1197
H 7.0922 5.0440 6.6249
H 8.1408 7.0257 5.5041
H 12.5048 9.5310 5.3965
H 14.7701 9.5490 6.4475
H 14.8918 9.5429 8.9508
H 13.8906 9.4397 10.9913
H 12.3437 8.5586 11.0483
H 12.3578 10.3200 11.0907
H 8.1417 12.0886 5.5499
H 7.0396 14.0188 6.6590
H 6.9909 14.0674 9.1653
H 7.3705 13.0469 11.1813
H 8.9852 12.3538 11.2214
H 7.5882 11.2786 11.2789
C 9.9544 13.7910 14.8918
C 8.8252 13.0008 15.0196
C 8.7425 11.7892 14.3574
C 9.7776 11.3940 13.5194
C 10.8831 12.2172 13.3401
C 10.9626 13.4181 14.0123
As 9.7260 9.6898 12.6192
C 8.2837 8.7254 13.4899
C 6.9430 8.8833 13.3119
C 6.0663 8.0653 14.0360
C 6.5338 7.1111 14.9455
C 7.8697 6.9589 15.1525
C 8.7888 7.7710 14.4269
C 10.1994 7.7050 14.5409
C 10.9190 6.8196 15.4044
C 12.2617 6.9523 15.5177
C 12.9413 7.9325 14.7627
C 12.2653 8.7736 13.8614
C 10.9169 8.6438 13.7324
H 10.0374 14.7258 15.4251
H 8.0347 13.3039 15.6703
H 7.8843 11.1505 14.4979
H 11.6930 11.9285 12.6872
H 11.8488 14.0299 13.9006
H 6.5332 9.5989 12.6118
H 4.9974 8.1751 13.8857
H 5.8204 6.5182 15.4933
H 8.2658 6.2558 15.8775
H 10.3605 6.1080 15.9816
H 12.8515 6.3397 16.1847
H 14.0117 8.0473 14.9165
H 12.8495 9.5128 13.3266

Charges in e, computed with Mulliken, in the same order as the atoms: Au 1.222; C -1.201; C 0.935; C -0.649; C -0.625; C -0.647; C 0.053; N -0.015; Sb 0.995; C 0.016; C -0.700; C -0.631; C -0.616; C 0.438; C -0.783; N 0.015; C -0.031; C -0.614; C -0.638; C -0.668; C 0.730; C -0.506; N 0.033; H 0.530; H 0.088; H 0.191; H 0.434; H 0.460; H 0.411; H 0.419; H 0.459; H 0.411; H 0.425; H 0.217; H 0.098; H 0.407; H 0.460; H 0.410; H 0.518; H 0.206; H -0.340; C -0.634; C -0.898; C 0.097; C 0.458; C -0.118; C -0.821; As 0.903; C -0.423; C -0.144; C -0.722; C -1.011; C -0.785; C 1.138; C 1.064; C -1.041; C -0.945; C -0.762; C -0.263; C 0.238; H 0.433; H 0.486; H 0.424; H 0.226; H 0.469; H 0.362; H 0.502; H 0.489; H 0.452; H 0.496; H 0.458; H 0.467; H 0.489



Below is a molecular structure, C36H31AsN6PtS2 in a non-equilibrium geometry, with properties calculated with wB97M-V/def2-TZVPD.

Output
Charge: +2
E_HOMO: -0.44954 Ha
DFT total energy: -132517.2008 eV

Element x y z (Å)
Pt 0.3231 -0.1098 -1.6122
C -1.5970 5.0033 -3.2201
C -2.2800 3.8137 -3.0393
C -1.5882 2.6102 -2.9778
C -0.2090 2.5902 -3.1120
C 0.4768 3.7795 -3.2935
C -0.2189 4.9875 -3.3463
N 0.5007 1.3228 -3.0405
C 1.3503 0.9492 -4.0196
C 1.5059 1.5947 -5.2746
C 2.4031 1.1042 -6.1699
C 3.2202 -0.0439 -5.9062
C 3.0665 -0.7161 -4.7650
C 2.1000 -0.2515 -3.8291
N 1.7752 -0.8956 -2.7046
N 2.2830 -1.9918 -2.3761
C 1.5232 -2.6734 -1.4225
C 1.8749 -3.9725 -1.1228
C 0.9583 -4.7901 -0.4779
C -0.2838 -4.2856 -0.1743
C -0.5289 -2.9551 -0.4151
N 0.3750 -2.1250 -0.9594
H -2.1383 5.9411 -3.2709
H -3.3636 3.8180 -2.9571
H -2.1199 1.6765 -2.8503
H 1.5578 3.7665 -3.3914
H 0.3247 5.9176 -3.4910
H 0.8900 2.4470 -5.5181
H 2.4938 1.5909 -7.1378
H 3.9305 -0.3758 -6.6517
H 3.6274 -1.6169 -4.5405
H 2.8382 -4.3375 -1.4676
H 1.2038 -5.8266 -0.2613
H -1.0617 -4.9015 0.2627
H -1.4767 -2.5262 -0.1676
S -2.6030 -0.2461 0.3059
C -3.4045 0.2086 1.8303
C -4.6941 0.7059 2.0225
C -5.1139 0.8907 3.3298
C -4.2824 0.5870 4.4238
C -2.9927 0.1047 4.2206
C -2.5767 -0.0458 2.9079
As -1.0341 -0.7315 2.0480
C 0.6096 0.1139 2.5181
C 1.7706 -0.0419 1.7634
C 2.9519 0.5148 2.2314
C 2.9647 1.2210 3.4336
C 1.7963 1.3847 4.1657
C 0.6022 0.8338 3.7085
C -0.9757 -2.5408 2.6280
C -2.1779 -3.2416 2.7255
C -2.1566 -4.5631 3.1538
C -0.9408 -5.1745 3.4577
C 0.2533 -4.4727 3.3376
C 0.2427 -3.1520 2.9074
H -5.3479 0.9257 1.1857
H -6.1140 1.2669 3.5118
H -4.6520 0.7228 5.4335
H -2.3635 -0.1656 5.0548
H 1.7596 -0.5895 0.8423
H 3.8671 0.3921 1.6619
H 3.8954 1.6398 3.8043
H 1.8071 1.9384 5.0974
H -0.3075 0.9749 4.2744
H -3.1199 -2.7608 2.4881
H -3.0849 -5.1152 3.2547
H -0.9276 -6.2052 3.7956
H 1.1936 -4.9529 3.5843
H 1.1711 -2.6042 2.8176
N 2.1371 2.4511 -0.5572
C 0.9840 2.6721 0.0526
N 0.8470 3.7627 0.8047
S -0.3924 1.6268 -0.0315
H 2.9031 3.1018 -0.5021
H 2.2250 1.6541 -1.1417
H 1.5810 4.4394 0.9097
H -0.0368 3.9518 1.2407

Charges in e, computed with Mulliken, in the same order as the atoms: Pt 0.904; C -0.537; C -0.786; C -0.005; C -0.395; C 0.135; C -0.918; N 0.399; C 0.818; C -0.728; C -0.647; C -0.689; C -0.745; C 0.555; N 0.742; N -1.393; C 0.492; C -0.715; C -0.340; C -1.070; C -0.505; N -0.127; H 0.440; H 0.430; H 0.423; H 0.504; H 0.424; H 0.523; H 0.409; H 0.417; H 0.475; H 0.548; H 0.485; H 0.563; H 0.946; S -0.207; C 1.262; C -0.807; C -0.496; C -0.921; C -0.303; C -0.618; As 1.639; C 0.597; C -0.165; C -0.791; C -0.767; C -0.711; C -0.824; C 0.354; C -0.619; C -0.835; C -0.491; C -0.811; C -0.212; H 0.506; H 0.418; H 0.437; H 0.527; H 0.767; H 0.484; H 0.426; H 0.461; H 0.326; H 0.424; H 0.435; H 0.430; H 0.475; H 0.451; N -0.210; C 0.544; N -0.370; S -0.563; H 0.255; H 0.036; H 0.213; H 0.220



Below is a molecular structure, C36H31F5IN4O2PPdSe, with properties calculated with wB97M-V/def2-TZVPD.

Output
Charge: +2
E_HOMO: -0.49337 Ha
DFT total energy: -147677.0005 eV

Element x y z (Å)
Pd 0.5723 0.6114 0.1585
I -0.0893 -0.2779 2.5855
C -2.0982 -0.1884 2.0141
C -3.0643 -0.6082 2.8794
C -4.4181 -0.4442 2.5277
C -4.7471 0.1658 1.3533
C -3.7494 0.6087 0.4500
C -4.1088 1.2751 -0.7461
C -3.1514 1.7159 -1.6083
C -1.7936 1.4353 -1.3499
C -1.3903 0.8081 -0.2013
C -2.3772 0.3998 0.7550
H -2.8102 -1.0409 3.8380
H -5.1871 -0.7808 3.2088
H -5.7856 0.3297 1.0961
H -5.1592 1.4270 -0.9589
H -3.4225 2.2359 -2.5175
H -1.0653 1.7009 -2.0975
F -0.8164 6.1561 -4.6201
C -0.2646 5.1337 -4.0080
C -0.4638 3.8462 -4.4959
F -1.2068 3.6537 -5.5734
C 0.1187 2.7827 -3.8396
F -0.0953 1.5530 -4.3143
C 0.8899 2.9511 -2.6870
Se 1.8058 1.5139 -1.8870
C 1.0822 4.2593 -2.2337
F 1.8294 4.4940 -1.1603
C 0.5143 5.3422 -2.8765
F 0.7043 6.5703 -2.4232
C 5.2730 2.7490 -1.2999
O 5.0912 1.7076 -0.3394
C 4.8164 0.4704 -0.7816
C 4.5201 0.1403 -2.1021
C 4.2649 -1.1778 -2.4540
C 4.3043 -2.1894 -1.5046
C 4.6066 -1.8709 -0.1901
C 4.8485 -0.5556 0.1716
N 5.2736 -0.2919 1.5066
C 5.0253 0.6960 2.3356
C 4.0575 1.7199 2.3317
C 4.2907 2.7859 3.2395
C 3.4403 3.8507 3.3338
C 2.2922 3.8655 2.5286
C 2.0122 2.8319 1.6681
C 2.8657 1.7147 1.5458
O 2.5659 0.6852 0.8111
H 5.6280 3.6083 -0.7400
H 4.3238 2.9963 -1.7795
H 6.0133 2.4619 -2.0472
H 4.5176 0.9077 -2.8628
H 4.0684 -1.4152 -3.4919
H 4.1504 -3.2212 -1.7903
H 4.6747 -2.6485 0.5619
H 5.9992 -0.9238 1.8210
H 5.7031 0.6993 3.1839
H 5.1830 2.7532 3.8533
H 3.6424 4.6644 4.0144
H 1.6080 4.7026 2.5905
H 1.1195 2.8869 1.0459
C 1.2511 -3.7634 -2.3431
N 0.7302 -3.8673 -0.9804
C -0.6913 -4.2180 -1.0341
N -1.4807 -3.2776 -1.8303
C -0.9109 -3.1780 -3.1740
N 0.5047 -2.8137 -3.1630
C 0.7307 -1.4433 -2.7351
P 0.1147 -1.2746 -1.0009
C 0.9897 -2.6768 -0.1851
C -1.5830 -1.9786 -1.1788
H 1.1808 -4.7481 -2.8055
H 2.3010 -3.4692 -2.3100
H -1.0942 -4.2696 -0.0219
H -0.7722 -5.2056 -1.4878
H -1.4717 -2.4455 -3.7555
H -1.0076 -4.1492 -3.6594
H 0.2139 -0.7296 -3.3772
H 1.7969 -1.2194 -2.7659
H 0.6150 -2.8043 0.8315
H 2.0608 -2.4655 -0.1405
H -2.2098 -1.2997 -1.7577
H -2.0330 -2.1034 -0.1924

Charges in e, computed with Mulliken, in the same order as the atoms: Pd -0.487; I 0.154; C 0.909; C -0.494; C -0.792; C -0.968; C 0.814; C -1.066; C -1.011; C 0.399; C -0.317; C 0.568; H 0.477; H 0.440; H 0.460; H 0.460; H 0.537; H -0.109; F -0.264; C 0.662; C -0.076; F -0.284; C 0.386; F -0.355; C 0.478; Se 0.282; C -0.238; F -0.317; C 0.043; F -0.269; C -0.763; O -0.439; C 1.734; C -0.720; C -1.075; C -0.506; C -0.779; C -0.694; N 0.100; C -0.605; C 0.759; C -0.858; C -1.041; C -0.916; C -0.464; C 1.487; O -0.710; H 0.287; H 0.084; H 0.421; H 0.622; H 0.422; H 0.842; H 0.478; H 0.372; H 0.500; H 0.404; H 0.447; H 0.479; H 0.557; C -0.352; N 0.216; C -0.927; N 0.176; C -0.948; N 0.199; C -0.623; P 3.154; C -0.626; C -1.161; H 0.352; H -0.284; H 0.398; H 0.321; H 0.396; H 0.300; H 0.408; H -0.379; H 0.562; H -0.469; H 0.417; H 0.428